{
  "formula": "C29H28BrN9S2Ti",
  "method": "ωB97M-V/def2-TZVPD",
  "charge": 3,
  "e_homo_ev": [-15.9, -15.9],
  "max_force_ha_per_bohr": 0.014,
  "e_above_lowest_kj_mol": 0.0,
  "total_energy_ha": -5833.90747,
  "s2": 0.75,
  "spin_multiplicity": 2,
  "gap_ev": [7.12, 7.36],
  "elements": ["Ti", "C", "N", "C", "C", "C", "C", "C", "C", "N", "C", "C", "C", "C", "C", "C", "N", "C", "C", "C", "C", "C", "N", "H", "H", "H", "H", "H", "H", "H", "H", "H", "H", "H", "H", "H", "H", "H", "H", "H", "H", "N", "C", "N", "C", "C", "S", "C", "C", "S", "C", "N", "N", "H", "H", "H", "H", "H", "H", "Br", "C", "C", "C", "C", "C", "N", "H", "H", "H", "H"],
  "xyz": [[0.346, 0.012, 0.052], [-2.195, -0.797, 1.647], [-1.951, -0.121, 0.337], [-2.535, 1.239, 0.438], [-1.685, 2.093, 1.331], [-2.223, 3.185, 1.982], [-1.400, 3.973, 2.772], [-0.065, 3.625, 2.892], [0.394, 2.514, 2.216], [-0.388, 1.743, 1.437], [-2.620, -0.904, -0.737], [-1.662, -1.791, -1.487], [-2.156, -2.817, -2.277], [-1.274, -3.675, -2.905], [0.088, -3.487, -2.706], [0.505, -2.434, -1.925], [-0.345, -1.561, -1.336], [-1.267, -1.957, 1.827], [-1.624, -3.095, 2.529], [-0.686, -4.102, 2.683], [0.574, -3.940, 2.122], [0.847, -2.775, 1.439], [-0.052, -1.787, 1.297], [-3.242, -1.104, 1.711], [-2.038, -0.068, 2.445], [-3.561, 1.186, 0.815], [-2.580, 1.672, -0.561], [-3.277, 3.407, 1.876], [-1.799, 4.834, 3.292], [0.619, 4.201, 3.499], [1.432, 2.222, 2.284], [-3.123, -0.220, -1.422], [-3.407, -1.524, -0.304], [-3.226, -2.950, -2.373], [-1.639, -4.489, -3.516], [0.821, -4.148, -3.147], [1.558, -2.262, -1.748], [-2.619, -3.184, 2.942], [-0.936, -5.005, 3.225], [1.335, -4.704, 2.206], [1.820, -2.614, 0.990], [1.035, -0.037, 3.608], [2.102, -0.099, 2.791], [2.050, 0.001, 1.463], [3.347, -0.080, 0.939], [4.327, -0.280, 1.833], [3.672, -0.342, 3.425], [3.445, 0.062, -0.504], [4.542, 0.300, -1.237], [4.121, 0.414, -2.899], [2.479, 0.154, -2.504], [2.232, -0.020, -1.205], [1.545, 0.162, -3.478], [0.185, 0.382, 3.268], [1.173, -0.006, 4.607], [5.384, -0.394, 1.662], [5.556, 0.446, -0.906], [1.847, 0.177, -4.440], [0.664, -0.295, -3.308], [2.047, 3.151, -0.535], [0.555, 2.858, -1.640], [0.236, 3.872, -2.535], [-0.780, 3.653, -3.443], [-1.427, 2.422, -3.436], [-1.048, 1.495, -2.494], [-0.088, 1.695, -1.565], [0.793, 4.796, -2.516], [-1.042, 4.420, -4.159], [-2.201, 2.182, -4.150], [-1.516, 0.524, -2.490]],
  "atomic_forces_ev_per_a": [[0.3452, 0.6400, 0.1035], [0.0343, 0.0734, -0.0714], [-0.0570, -0.0633, 0.1135], [-0.0207, -0.1575, -0.1162], [0.0944, -0.0468, -0.0518], [-0.0212, 0.0395, 0.0220], [-0.0565, 0.0180, 0.0215], [0.0243, -0.0049, -0.0017], [0.0682, 0.0825, -0.1188], [-0.0649, -0.0457, -0.0624], [0.0366, 0.0883, 0.0884], [0.0192, 0.0292, 0.0840], [-0.0191, 0.0098, 0.0548], [0.0117, -0.0425, -0.0264], [0.0064, -0.0315, -0.0198], [0.0150, 0.1399, 0.0653], [-0.1828, -0.2757, -0.3687], [-0.0277, 0.0373, 0.0457], [-0.0044, 0.0317, -0.0351], [0.0191, -0.0791, 0.0216], [-0.0447, -0.0122, 0.0188], [0.0481, 0.1311, -0.0512], [0.0647, -0.1884, 0.1292], [0.0078, -0.0177, 0.0400], [0.0549, -0.0426, -0.0170], [0.0047, 0.0252, 0.0036], [0.0016, 0.0592, 0.0344], [0.0041, 0.0251, 0.0004], [0.0068, 0.0056, 0.0001], [-0.0015, 0.0114, 0.0056], [-0.0594, 0.0993, -0.0384], [0.0181, -0.0010, -0.0246], [-0.0341, 0.0009, -0.0591], [0.0011, -0.0123, -0.0038], [0.0091, 0.0043, -0.0124], [-0.0084, -0.0065, -0.0059], [-0.0093, -0.0076, -0.0124], [0.0031, -0.0259, 0.0106], [0.0046, 0.0040, 0.0034], [-0.0113, -0.0149, 0.0185], [-0.0068, 0.0064, 0.0012], [-0.1589, -0.1305, 0.0583], [-0.1737, -0.0727, -0.1174], [0.0712, 0.1709, 0.0781], [-0.2723, 0.0023, -0.2465], [0.0693, -0.0301, 0.1158], [0.2105, 0.0061, 0.1014], [-0.2869, -0.1396, 0.2056], [0.0718, 0.0489, -0.0782], [0.2325, 0.0588, -0.0959], [-0.2580, 0.0017, 0.1050], [0.1997, -0.0429, 0.0140], [-0.0782, -0.1524, -0.0116], [0.0573, -0.1173, 0.0019], [0.0352, -0.0446, -0.0327], [0.0120, -0.0195, 0.0022], [0.0177, -0.0240, -0.0020], [0.0235, -0.0033, 0.0127], [0.0545, 0.0551, -0.0028], [0.0589, 0.0117, 0.1355], [-0.0213, 0.1028, -0.0079], [0.0011, -0.0499, -0.0154], [-0.0049, 0.0569, -0.0558], [0.0499, 0.0252, 0.0244], [-0.0143, 0.0260, 0.0192], [-0.1125, -0.1847, -0.0079], [0.0066, 0.0060, -0.0181], [-0.0283, -0.0089, 0.0050], [-0.0065, 0.0129, -0.0021], [-0.0291, -0.0507, 0.0264]]
}

=====

{
  "formula": "C3H11N2O2P",
  "method": "ωB97M-V/def2-TZVPD",
  "e_homo_ev": [-7.0, -9.5],
  "max_force_ha_per_bohr": 0.081,
  "e_above_lowest_kj_mol": 16.1,
  "total_energy_ha": -722.10147,
  "s2": 2.01,
  "spin_multiplicity": 3,
  "gap_ev": [7.95, 7.63],
  "elements": ["C", "C", "C", "N", "N", "O", "O", "P", "H", "H", "H", "H", "H", "H", "H", "H", "H", "H", "H"],
  "xyz": [[1.867, 0.732, -1.157], [0.290, 1.895, 0.497], [-2.710, -1.017, -0.246], [1.100, -1.310, 1.982], [0.544, 0.960, -0.638], [-0.016, -1.573, -1.365], [-1.674, -0.162, 0.133], [-0.137, -0.531, -0.325], [2.553, 0.127, -0.629], [1.918, 0.213, -2.139], [2.558, 1.654, -1.385], [0.514, 1.292, 1.438], [1.076, 2.733, 0.320], [-0.835, 2.224, 0.471], [-3.315, -0.635, -1.048], [-3.342, -0.819, 0.684], [-2.536, -2.123, -0.489], [1.814, -1.840, 1.526], [0.331, -1.820, 2.370]],
  "atomic_forces_ev_per_a": [[2.6655, 1.9797, -2.5146], [0.6341, 0.3582, -0.1624], [-2.5383, -0.9334, 2.0364], [0.4299, 1.8320, 0.7262], [-0.7281, 0.0734, -0.3066], [-0.0435, -0.0598, -0.5640], [2.2488, 0.3317, -1.1462], [-1.2085, -0.4638, 0.1653], [0.4285, -0.8521, 1.6564], [-1.0000, 0.3993, 0.4214], [-1.9520, -0.9646, 0.7053], [-0.2920, 1.3291, -0.6878], [-1.7615, -1.1256, 0.7418], [2.4262, -0.3975, 0.0434], [0.1328, 0.4607, -0.7490], [0.0333, -1.4150, -1.2869], [0.4308, 1.6482, 0.7710], [0.2521, -1.1342, -0.0417], [-0.1581, -1.0663, 0.1921]]
}

=====

{
  "formula": "C35H32ClN9S2W",
  "method": "ωB97M-V/def2-TZVPD",
  "charge": -2,
  "e_homo_ev": [-1.7, -2.0],
  "max_force_ha_per_bohr": 0.005,
  "e_above_lowest_kj_mol": 0.0,
  "total_energy_ha": -3169.44784,
  "s2": 2.04,
  "spin_multiplicity": 3,
  "gap_ev": [5.77, 6.14],
  "elements": ["W", "C", "C", "C", "N", "C", "C", "C", "C", "C", "C", "C", "N", "C", "C", "C", "N", "C", "C", "C", "C", "C", "C", "C", "N", "C", "C", "H", "H", "H", "H", "H", "H", "H", "H", "H", "H", "H", "H", "H", "H", "H", "H", "H", "H", "H", "H", "H", "H", "H", "H", "H", "H", "S", "C", "S", "C", "C", "N", "C", "N", "Cl", "C", "C", "C", "C", "C", "C", "C", "H", "H", "H", "H", "H", "H", "N", "C", "N", "C", "N"],
  "xyz": [[0.270, 0.447, -0.093], [-3.756, 1.627, 1.312], [-3.502, 0.117, 1.346], [-2.153, -0.319, 1.945], [-1.143, -0.814, 1.012], [-1.165, -2.096, 0.702], [-2.273, -2.941, 0.991], [-2.457, -4.290, 0.790], [-1.597, -5.265, 0.294], [-0.294, -5.051, -0.123], [0.457, -3.891, -0.169], [0.117, -2.554, 0.138], [0.997, -1.573, 0.054], [2.414, -1.901, 0.128], [3.196, -0.761, 0.765], [2.533, -0.252, 2.038], [1.434, 0.643, 1.718], [1.030, 1.508, 2.618], [1.412, 1.441, 3.985], [1.373, 2.404, 4.976], [1.039, 3.747, 4.890], [0.562, 4.377, 3.743], [0.116, 3.843, 2.554], [0.048, 2.492, 2.108], [-0.701, 2.074, 1.113], [-1.695, 3.005, 0.574], [-3.042, 2.403, 0.201], [-3.513, 2.062, 2.291], [-4.834, 1.766, 1.180], [-3.590, -0.282, 0.333], [-4.298, -0.345, 1.941], [-2.321, -1.106, 2.687], [-1.711, 0.516, 2.482], [-3.138, -2.428, 1.385], [-3.447, -4.646, 1.063], [-1.984, -6.273, 0.214], [0.227, -5.930, -0.491], [1.448, -4.012, -0.587], [2.838, -2.160, -0.843], [2.522, -2.783, 0.772], [3.309, 0.070, 0.069], [4.201, -1.126, 0.994], [3.265, 0.288, 2.648], [2.179, -1.105, 2.637], [1.805, 0.479, 4.287], [1.719, 2.065, 5.949], [1.209, 4.362, 5.766], [0.502, 5.460, 3.787], [-0.203, 4.577, 1.827], [-1.275, 3.485, -0.317], [-1.893, 3.779, 1.320], [-2.955, 1.792, -0.695], [-3.659, 3.264, -0.075], [-1.316, 2.533, -3.164], [-1.700, 0.897, -3.148], [-1.628, -0.052, -1.660], [-2.108, 0.184, -4.289], [-2.350, -1.217, -4.283], [-2.542, -2.358, -4.327], [-2.315, 0.826, -5.542], [-2.506, 1.287, -6.585], [4.491, -0.426, -2.693], [3.100, -1.423, -3.112], [3.391, -2.601, -3.787], [2.365, -3.462, -4.137], [1.061, -3.122, -3.803], [0.800, -1.947, -3.121], [1.803, -1.044, -2.739], [1.494, 0.231, -2.019], [4.420, -2.827, -4.034], [2.585, -4.380, -4.670], [0.228, -3.760, -4.073], [-0.220, -1.710, -2.857], [0.907, 0.867, -2.688], [2.426, 0.769, -1.855], [1.190, 2.341, -0.586], [1.532, 3.445, -0.717], [1.966, 4.639, -0.925], [1.730, 5.605, -0.063], [1.573, 6.516, 0.641]],
  "atomic_forces_ev_per_a": [[0.0354, -0.0068, -0.0443], [-0.0106, -0.0061, 0.0018], [-0.0036, 0.0063, -0.0200], [-0.0018, -0.0211, -0.0043], [-0.0242, -0.0151, 0.0210], [-0.0590, 0.0048, -0.0099], [0.0163, 0.0174, 0.0069], [0.0144, -0.0148, -0.0077], [-0.0073, 0.0066, 0.0050], [-0.0038, 0.0011, -0.0011], [0.0176, 0.0118, 0.0087], [0.0122, -0.0331, -0.0012], [0.0274, -0.0057, 0.0135], [-0.0034, 0.0073, 0.0050], [-0.0078, -0.0059, 0.0027], [-0.0084, 0.0047, -0.0038], [-0.0258, 0.0024, -0.0547], [0.0246, -0.0032, 0.0631], [-0.0172, -0.0135, -0.0615], [-0.0179, 0.0550, 0.0151], [0.0231, -0.0501, 0.0284], [-0.0347, -0.0031, -0.0524], [-0.0136, 0.0568, 0.0522], [0.0207, -0.0414, -0.0100], [-0.0144, -0.0031, 0.0457], [-0.0167, 0.0167, -0.0017], [-0.0188, 0.0498, -0.0059], [-0.0026, -0.0093, 0.0078], [0.0034, 0.0032, 0.0032], [-0.0037, 0.0003, 0.0070], [0.0034, -0.0026, 0.0075], [0.0069, 0.0046, 0.0015], [-0.0041, 0.0056, 0.0058], [-0.0016, -0.0074, 0.0046], [0.0018, -0.0014, 0.0007], [-0.0036, 0.0018, -0.0010], [0.0008, 0.0001, -0.0017], [-0.0034, 0.0070, 0.0040], [0.0101, -0.0105, -0.0111], [-0.0089, -0.0065, 0.0015], [0.0045, 0.0144, -0.0079], [-0.0005, -0.0045, -0.0034], [0.0018, 0.0041, -0.0034], [-0.0020, 0.0011, 0.0085], [0.0018, 0.0086, 0.0075], [0.0020, -0.0033, -0.0012], [-0.0023, 0.0021, -0.0008], [0.0058, -0.0017, -0.0008], [0.0045, -0.0140, 0.0037], [-0.0124, 0.0020, -0.0073], [0.0187, -0.0043, 0.0145], [0.0033, 0.0069, 0.0353], [0.0027, -0.0138, -0.0209], [-0.0702, -0.0073, -0.0020], [0.2409, -0.0158, -0.0196], [-0.0072, 0.0066, 0.0312], [-0.0848, 0.0095, -0.0342], [-0.0115, 0.0090, 0.0005], [-0.0177, 0.0056, -0.0136], [0.0122, -0.0203, 0.0242], [-0.0102, 0.0061, -0.0028], [0.0012, 0.0116, -0.0026], [-0.0276, -0.0185, 0.0102], [0.0013, 0.0110, -0.0048], [0.0036, -0.0068, -0.0037], [-0.0128, 0.0136, 0.0037], [0.0234, 0.0109, 0.0106], [0.0367, 0.0206, -0.0243], [0.0373, -0.0800, 0.0480], [-0.0002, 0.0059, 0.0011], [-0.0022, 0.0001, -0.0007], [-0.0037, 0.0050, -0.0006], [-0.0171, 0.0047, 0.0074], [-0.0263, 0.0096, -0.0152], [0.0045, -0.0051, -0.0124], [-0.0051, 0.0334, -0.1031], [-0.0142, 0.0231, 0.1374], [0.0359, -0.0250, -0.1066], [-0.0129, -0.0065, 0.0463], [-0.0021, -0.0010, -0.0189]]
}